# C4H11NO2

C4H11NO2 in the gas phase in a non-equilibrium geometry (ωB97M-V/def2-TZVPD, OMol25).

Properties
- SMILES = N[C@@H](CO)CCO
- molar mass (g mol⁻¹) = 105.14
- HOMO-LUMO gap (eV) = 10.0
- multiplicity = 1
- energy above the lowest of the compared OMol25 structures with the same formula, charge and spin (kcal per mole) = 62.12

```
18
Properties=species:S:1:pos:R:3:forces:R:3
N -1.11602 1.33596 0.41857 1.57 -1.24 0.14
C -0.08840 0.33939 -0.30118 0.52 5.50 1.76
C 1.20074 1.07731 -0.96289 0.02 -0.84 1.40
O 0.81343 2.27820 -1.69529 0.47 -1.55 0.37
C 0.38789 -0.65571 0.69859 0.08 -1.67 0.68
C -0.70210 -1.70445 1.17317 0.57 1.42 -3.37
O -0.97278 -2.54776 0.01896 -1.76 -0.39 -0.35
H -0.73499 1.92999 1.16851 0.61 -1.13 0.10
H -1.33839 2.09278 -0.17939 -0.48 0.40 -1.61
H -0.61259 0.11471 -1.18298 -0.96 -1.46 -0.73
H 2.03113 1.31713 -0.22199 -1.32 0.18 -0.47
H 1.67128 0.18840 -1.47541 -0.47 1.29 -0.71
H 1.09854 2.22947 -2.61672 0.01 -0.17 0.28
H 1.17779 -1.24539 0.13722 -0.50 0.42 1.13
H 0.81441 -0.14925 1.65988 -0.57 -0.75 -1.90
H -0.21722 -2.38940 1.76767 0.65 -0.88 2.62
H -1.58076 -1.15077 1.48834 -0.06 -0.31 0.50
H -1.83196 -3.06060 0.10493 1.64 1.19 0.14
```
Forces are in eV/Å.

So, what does the natural (NBO) scheme give us? The charges, in e, come out as: -0.864 -0.058 -0.087 -0.734 -0.433 -0.067 -0.758 0.345 0.358 0.209 0.164 0.171 0.478 0.215 0.218 0.174 0.194 0.475